94
Properties=species:S:1:pos:R:3 method="wB97M-V/def2-TZVPD" multiplicity=1 e_homo_ha=-0.363 smiles="N#COc1ccc2c(c1)C(=O)C(CCCS(=O)(=O)O)=C(CCOC=O)C2=O.CCOP(=O)(OCC)OCC.CCOP(=O)(OCC)OCC" charge=0 homo_lumo_gap_ev=8.42 total_energy_ha=-3471.5180
N -1.73 2.69 3.76
C -0.89 2.24 3.12
O 0.02 1.55 2.49
C -0.47 0.25 2.20
C -1.00 -0.53 3.21
C -1.45 -1.81 2.97
C -1.39 -2.33 1.69
C -0.89 -1.52 0.67
C -0.41 -0.24 0.91
C -0.89 -2.09 -0.71
O -0.99 -1.37 -1.68
C -0.79 -3.59 -0.83
C -0.12 -4.08 -2.09
C -0.88 -3.72 -3.40
C -0.10 -2.67 -4.19
S -1.04 -1.90 -5.52
O -0.61 -0.54 -5.61
O -2.45 -2.06 -5.34
O -0.57 -2.61 -6.88
C -1.28 -4.38 0.14
C -1.23 -5.89 0.02
C -1.48 -6.69 1.32
O -2.62 -7.54 1.16
C -3.78 -6.94 1.56
O -4.59 -6.51 0.80
C -1.89 -3.70 1.34
O -2.78 -4.19 2.00
H -1.03 -0.10 4.21
H -1.86 -2.38 3.80
H -0.01 0.33 0.08
H 0.08 -5.15 -2.09
H 0.86 -3.59 -2.13
H -0.90 -4.63 -4.01
H -1.92 -3.45 -3.23
H 0.34 -1.88 -3.59
H 0.74 -3.18 -4.67
H -0.81 -3.55 -6.80
H -0.27 -6.23 -0.38
H -2.00 -6.20 -0.69
H -0.64 -7.38 1.47
H -1.52 -6.08 2.22
H -3.95 -6.84 2.65
C -1.85 2.26 -6.20
C -0.43 2.26 -6.73
O -0.08 3.48 -7.40
P 0.01 4.86 -6.54
O 1.28 4.70 -5.77
O 0.51 5.98 -7.64
C 1.74 6.68 -7.46
C 2.89 5.97 -8.15
O -1.54 5.33 -6.70
C -2.10 5.72 -7.97
C -2.07 4.71 -9.10
H -1.99 3.03 -5.43
H -2.09 1.29 -5.76
H -2.57 2.46 -6.99
H 0.28 2.08 -5.92
H -0.31 1.46 -7.46
H 1.95 6.84 -6.40
H 1.62 7.68 -7.88
H 2.85 4.89 -7.99
H 3.85 6.34 -7.80
H 2.83 6.12 -9.23
H -1.63 6.65 -8.30
H -3.14 5.96 -7.75
H -1.06 4.55 -9.47
H -2.66 5.09 -9.93
H -2.49 3.75 -8.79
C 1.73 3.29 9.39
C 1.88 2.85 7.95
O 2.21 1.46 7.82
P 1.12 0.33 8.28
O 0.11 0.39 7.19
O 1.84 -1.10 7.89
C 1.23 -1.98 6.96
C 1.72 -1.71 5.55
O 1.58 0.20 9.83
C 2.86 -0.35 10.22
C 4.10 0.34 9.71
H 0.89 2.78 9.88
H 1.54 4.36 9.44
H 2.62 3.07 9.97
H 0.97 3.05 7.39
H 2.69 3.40 7.48
H 0.14 -1.91 7.02
H 1.47 -3.00 7.25
H 1.78 -0.64 5.33
H 1.07 -2.17 4.81
H 2.74 -2.10 5.42
H 2.89 -1.41 9.97
H 2.86 -0.29 11.31
H 4.24 0.17 8.64
H 4.98 -0.09 10.20
H 4.09 1.41 9.89